Computed, not measured: a molecular structure, C27H40KN3O7PS, with ωB97M-V/def2-TZVPD.

Results
Relative energy (zero: lowest compared OMol25 entry of this formula, charge and spin) = 0.0 kcal per mole
Spin multiplicity = 2
Total charge = -2
Calculated total energy = -3083.42929 hartree
Frontier orbital gap (alpha / beta) = 3.82 / 6.53 eV
HOMO level (alpha / beta) = 0.112 / -2.602 eV

Last column: Löwdin charge in e.
CARTESIAN COORDINATES (ANGSTROEM)
K: 0.947 -0.377 0.003  0.71
O: -1.975 0.675 3.453  0.10
C: -1.646 0.386 2.185  -0.52
O: -1.147 1.171 1.427  0.10
C: -2.002 -1.047 1.870  -0.14
O: -1.714 -1.298 0.527  -0.18
C: -2.072 -2.605 0.105  -0.12
C: -1.415 -2.890 -1.262  -0.69
O: -2.148 -3.402 -2.131  -0.05
O: -0.202 -2.577 -1.344  -0.09
H: -1.500 1.483 3.701  0.12
H: -3.063 -1.207 2.109  0.14
H: -1.403 -1.672 2.545  0.14
H: -3.161 -2.690 0.022  0.12
H: -1.707 -3.348 0.828  0.13
O: 0.226 0.776 -2.273  -0.39
P: 0.053 0.161 -3.628  0.81
C: 1.250 -1.215 -3.798  -0.33
C: 1.075 -2.265 -4.901  -0.17
C: 1.794 -1.936 -6.206  -0.20
C: 3.264 -1.597 -5.957  -0.21
C: 3.414 -0.473 -4.933  -0.20
C: 2.719 -0.819 -3.620  -0.19
C: 0.206 1.553 -4.817  -0.33
C: 1.343 2.489 -4.333  -0.18
C: 1.801 3.436 -5.448  -0.20
C: 0.614 3.851 -6.312  -0.21
C: 0.054 2.636 -7.072  -0.19
C: 0.323 1.322 -6.322  -0.21
C: -1.573 -0.677 -3.774  -0.33
C: -2.568 -0.144 -2.732  -0.18
C: -3.273 1.131 -3.178  -0.19
C: -3.991 0.918 -4.509  -0.21
C: -3.015 0.450 -5.586  -0.20
C: -2.244 -0.797 -5.150  -0.18
H: 0.921 -1.716 -2.874  0.09
H: 0.019 -2.480 -5.077  0.10
H: 1.497 -3.196 -4.505  0.12
H: 1.306 -1.094 -6.702  0.08
H: 1.714 -2.786 -6.891  0.10
H: 3.757 -1.330 -6.897  0.10
H: 3.772 -2.492 -5.577  0.11
H: 2.994 0.449 -5.351  0.08
H: 4.468 -0.267 -4.735  0.11
H: 2.832 -0.018 -2.887  0.06
H: 3.240 -1.679 -3.180  0.13
H: -0.742 2.076 -4.638  0.10
H: 2.191 1.917 -3.956  0.10
H: 0.978 3.054 -3.475  0.12
H: 2.550 2.946 -6.079  0.11
H: 2.292 4.308 -5.011  0.11
H: 0.891 4.642 -7.014  0.10
H: -0.158 4.273 -5.661  0.11
H: 0.502 2.579 -8.069  0.10
H: -1.023 2.758 -7.222  0.10
H: 1.329 0.972 -6.554  0.09
H: -0.360 0.547 -6.673  0.09
H: -1.325 -1.693 -3.447  0.08
H: -2.059 0.010 -1.781  0.10
H: -3.309 -0.935 -2.572  0.12
H: -2.543 1.943 -3.273  0.11
H: -3.984 1.447 -2.411  0.11
H: -4.496 1.834 -4.833  0.10
H: -4.768 0.157 -4.373  0.11
H: -2.322 1.266 -5.810  0.08
H: -3.550 0.239 -6.518  0.11
H: -1.524 -1.084 -5.922  0.09
H: -2.953 -1.631 -5.077  0.12
N: 2.539 1.126 2.832  0.17
C: 1.552 0.372 3.383  -0.55
O: 1.040 -0.565 2.746  -0.08
C: 1.120 0.721 4.725  -0.24
C: 0.288 -0.160 5.449  -0.28
N: -0.395 -0.858 6.071  0.09
C: 1.685 1.811 5.412  -0.30
N: 2.176 2.716 5.948  0.07
H: 2.979 1.849 3.373  0.08
H: 2.933 0.898 1.920  0.00
S: 5.010 1.067 -1.143  0.23
C: 3.825 0.583 -0.186  -0.80